Record 1
Below is the molecule C6H15N in a non-equilibrium geometry, with properties calculated with the ωB97M-V functional and the def2-TZVPD basis.

Geometry as XYZ:
```
22
Properties=species:S:1:pos:R:3:mulliken_charge:R:1
C 1.29713 0.71915 1.91314 -1.39
C 0.82910 -0.37460 0.95886 0.47
C -0.65472 -0.37836 0.47290 -0.78
C -0.99740 1.00765 -0.21933 -0.72
C -0.48375 0.88521 -1.69839 -0.32
C -0.98626 -0.37676 -2.43629 -1.10
N 0.96104 -1.78759 1.53963 -0.67
H 1.21742 1.62724 1.28294 0.36
H 0.72659 0.80675 2.84445 0.32
H 2.31166 0.55647 2.25942 0.43
H 1.44145 -0.27215 0.03088 0.09
H -1.07034 -1.31163 0.06490 0.33
H -1.19403 -0.34701 1.44395 0.33
H -2.06054 1.10260 -0.29857 0.37
H -0.47375 1.83035 0.30582 0.24
H -0.84376 1.81392 -2.18498 0.37
H 0.59727 0.76430 -1.67641 0.26
H -0.28119 -1.20521 -2.45724 0.28
H -1.52544 -0.28663 -3.40758 0.32
H -1.78827 -0.77728 -1.83080 0.28
H 1.63322 -1.58389 2.27581 0.27
H 1.34459 -2.41253 0.81688 0.25
```

Results
Calculated total energy in a.u.: -292.31603
E_LUMO in eV: 1.098
Structure (SMILES): CCCC[C@@H](C)N
Total charge: 0

=====

Record 2
Below is the molecule C6H15N in a non-equilibrium geometry, with properties calculated with the ωB97M-V functional and the def2-TZVPD basis.

Geometry as XYZ:
```
22
Properties=species:S:1:pos:R:3:mulliken_charge:R:1
C -2.82327 -0.41883 -0.12110 -1.18
C -1.70844 0.50604 -0.57491 -0.38
C -0.63939 0.85124 0.55698 -0.74
C 0.11861 -0.38388 1.06228 -0.79
C 0.87138 -1.17732 -0.02918 -0.47
C 1.71480 -0.16076 -0.87969 -0.69
N 2.55848 0.78868 -0.09212 -0.60
H -3.26418 0.03947 0.79528 0.27
H -2.56491 -1.43791 0.12929 0.28
H -3.66496 -0.40513 -0.84116 0.38
H -2.05588 1.46227 -0.93643 0.36
H -1.13469 0.08320 -1.41841 0.22
H -1.23968 1.20131 1.39941 0.45
H -0.06768 1.76559 0.32752 0.38
H 0.89717 -0.07907 1.78250 0.35
H -0.65206 -1.01292 1.52252 0.35
H 0.18554 -1.76433 -0.67816 0.24
H 1.58945 -1.87880 0.35538 0.40
H 2.34716 -0.70368 -1.61349 0.40
H 1.07813 0.50456 -1.47272 0.28
H 1.98262 1.24566 0.59358 0.24
H 3.33510 0.27728 0.30358 0.24
```

Results
Calculated total energy in a.u.: -292.34240
E_LUMO in eV: 1.129
Structure (SMILES): CCCCCCN
Total charge: 0

=====

Record 3
Below is the molecule C6H15N in a non-equilibrium geometry, with properties calculated with the ωB97M-V functional and the def2-TZVPD basis.

Geometry as XYZ:
```
22
Properties=species:S:1:pos:R:3:mulliken_charge:R:1
C 1.11021 -2.96455 -0.09031 -1.39
C 0.48078 -1.61232 0.28812 -0.11
N 0.30611 -0.74835 -0.86118 -0.35
C -1.82878 2.29790 0.07926 -1.27
C -1.33981 0.87240 -0.29176 -0.64
C 0.15405 0.73758 -0.62909 0.37
C 1.01716 1.23828 0.47208 -1.73
H 0.52235 -3.51660 -0.82066 0.37
H 2.17848 -2.87884 -0.31131 0.38
H 1.21820 -3.58218 0.83609 0.36
H -0.53090 -1.67557 0.71874 0.23
H 1.18104 -1.28350 1.05809 0.18
H 1.10172 -0.85032 -1.48565 0.26
H -2.89072 2.41011 0.36078 0.38
H -1.62942 2.87676 -0.82041 0.31
H -1.29996 2.64088 0.98184 0.30
H -1.50606 0.27548 0.61834 0.26
H -1.96123 0.45452 -1.08034 0.41
H 0.25412 1.18005 -1.61301 0.47
H 0.55579 0.97017 1.44702 0.41
H 0.89956 2.31468 0.49374 0.39
H 2.00730 0.84341 0.64960 0.40
```

Results
Calculated total energy in a.u.: -292.32538
E_LUMO in eV: 1.104
Structure (SMILES): CCN[C@H](C)CC
Total charge: 0

=====

Record 4
Below is the ion C6H15N with charge +1 in a non-equilibrium geometry, with properties calculated with the ωB97M-V functional and the def2-TZVPD basis.

Geometry as XYZ:
```
22
Properties=species:S:1:pos:R:3:mulliken_charge:R:1
C 0.99414 -2.18463 -0.66488 -0.79
N 0.09122 -1.26269 -1.25800 0.05
C -0.54192 0.01627 -0.63641 -0.16
C -0.29733 0.14310 0.86543 0.77
C -1.16371 1.33289 1.35877 -1.94
C 1.24607 0.33551 1.12868 -1.35
C -0.45843 1.23433 -1.55522 -1.39
H 0.84548 -3.20966 -1.01885 0.35
H 2.07603 -2.02576 -0.81343 0.33
H 0.87876 -2.24085 0.41625 0.35
H -0.75798 -1.77594 -1.49988 0.37
H -1.56134 -0.34762 -0.68937 0.46
H -0.73849 -0.62987 1.48479 0.41
H -1.07289 2.38188 1.03143 0.38
H -0.95836 1.38152 2.43564 0.47
H -2.22271 1.16260 1.16691 0.47
H 1.73207 0.31490 0.15238 0.38
H 1.33225 1.29306 1.62650 0.43
H 1.71551 -0.47014 1.68664 0.31
H -0.16955 0.88334 -2.54355 0.41
H 0.39607 1.85055 -1.22985 0.32
H -1.36489 1.81719 -1.44396 0.37
```

Results
Calculated total energy in a.u.: -292.00180
E_LUMO (alpha / beta) in eV: -3.208 / -7.879
2S+1: 2
Expectation value of S²: 0.754
Total charge: +1

=====

Record 5
Below is the ion C6H15N with charge +1 in a non-equilibrium geometry, with properties calculated with the ωB97M-V functional and the def2-TZVPD basis.

Geometry as XYZ:
```
22
Properties=species:S:1:pos:R:3:mulliken_charge:R:1
C -1.70668 0.19256 1.01424 -0.31
C -1.07605 1.04306 2.12884 -1.08
C -0.83840 -0.95042 0.43937 -0.81
N 0.42475 -0.54697 -0.15625 0.38
C 0.25484 0.25890 -1.45312 -0.60
C 1.33904 1.35864 -1.41710 -1.04
C 1.34846 -1.68615 -0.40912 -0.98
H -1.83234 0.90162 0.19484 0.15
H -2.64058 -0.28609 1.30727 0.44
H -1.40980 0.67823 3.10081 0.31
H -1.24404 2.09195 1.99105 0.34
H 0.00635 0.90347 1.99374 0.29
H -1.46697 -1.48868 -0.29406 0.38
H -0.66287 -1.72846 1.19329 0.49
H 0.47500 -0.49660 -2.20216 0.50
H -0.70725 0.73341 -1.43898 0.38
H 1.61300 1.63433 -0.40293 0.31
H 1.09305 2.19298 -2.08093 0.37
H 2.24135 1.07856 -1.95715 0.33
H 2.08141 -1.77615 0.39776 0.34
H 0.88347 -2.66110 -0.59025 0.37
H 1.82426 -1.44708 -1.35916 0.43
```

Results
Calculated total energy in a.u.: -292.01917
E_LUMO (alpha / beta) in eV: -2.597 / -7.578
2S+1: 2
Expectation value of S²: 0.754
Total charge: +1

=====

Record 6
Below is a cluster of 2 separate species, C6H15N2 in total in a non-equilibrium geometry, with properties calculated with the ωB97M-V functional and the def2-TZVPD basis.

Geometry as XYZ:
```
23
Properties=species:S:1:pos:R:3:mulliken_charge:R:1
C -1.51425 -1.22782 1.45596 -0.34
C -0.50849 1.91254 -1.07120 -1.60
C -0.79227 -0.49674 -1.66602 -1.62
C 1.55771 -1.60704 0.48665 -0.99
C 0.09057 0.43334 -0.90746 0.81
C 0.14611 0.06900 0.59546 -0.26
N -0.98685 -0.11375 1.34667 -0.50
N 1.03551 0.89657 1.29809 -0.02
H -2.50629 -1.15427 1.81456 0.32
H -1.12414 -2.19647 1.17564 0.25
H -1.37090 2.05109 -0.47673 0.47
H -0.83480 1.97623 -2.05898 0.45
H 0.05340 2.85194 -0.85872 0.34
H -0.77580 -1.55600 -1.46356 0.34
H -1.79222 -0.20394 -1.44243 0.47
H -0.85485 -0.22637 -2.72728 0.40
H 1.66390 -2.02862 1.41199 0.44
H 2.46394 -0.94051 0.13599 0.38
H 1.14841 -2.28337 -0.27679 0.31
H 1.21279 0.48818 -1.28458 0.28
H 1.96226 0.90301 0.88042 0.40
H 1.08128 0.62815 2.25098 0.32
H 0.64498 1.82484 1.38134 0.35
```

Results
Calculated total energy in a.u.: -346.74319
E_LUMO in eV: -3.381
Total charge: +1